No. 1
An isolated molecule of CH4N2OS in a non-equilibrium geometry. Source: OMol25; level of theory: ωB97M-V/def2-TZVPD.

Each atom is followed by the atoms it is bonded to, with distances in Å.
CARTESIAN COORDINATES (ANGSTROEM)
1 C 1.44 -0.17 0.16  N3 1.336, S5 1.682, H6 1.164
2 N -0.97 0.35 -0.10  N3 1.436, H7 1.016, H8 0.975
3 N 0.41 0.68 0.14  C1 1.336, N2 1.436, H9 0.942
4 O 4.04 -0.60 0.02  S5 1.473
5 S 2.99 0.42 -0.08  C1 1.682, O4 1.473
6 H 1.24 -1.31 0.25  C1 1.164
7 H -0.93 0.32 -1.12  N2 1.016
8 H -0.99 -0.45 0.46  N2 0.975
9 H 0.56 1.54 -0.23  N3 0.942

- ΔE to the lowest compared entry with this formula, charge and spin (kcal/mol) = 84.27
- M (u) = 92.12
- DFT total energy (eV) = -16961.5345
- lowest unoccupied orbital energy (eV) = 0.40

No. 2
A cluster of 2 separate species, CH5NOS in total in a non-equilibrium geometry. Source: OMol25; level of theory: ωB97M-V/def2-TZVPD.

Each atom is followed by the atoms it is bonded to, with distances in Å.
CARTESIAN COORDINATES (ANGSTROEM)
1 S -1.53 -3.19 -1.49  H2 1.373, H3 1.369
2 H -2.13 -1.99 -1.21  S1 1.373
3 H -0.39 -2.95 -0.76  S1 1.369
4 C 0.32 1.18 1.11  N5 1.349, O6 1.203, H7 1.105
5 N 0.97 1.39 -0.05  C4 1.349, H8 0.996, H9 1.012
6 O 0.51 0.29 1.90  C4 1.203
7 H -0.50 1.91 1.24  C4 1.105
8 H 1.90 1.06 -0.22  N5 0.996
9 H 0.85 2.28 -0.52  N5 1.012

- ΔE to the lowest compared entry with this formula, charge and spin (kcal/mol) = 16.28
- net charge = +1
- ⟨S²⟩ = 0.753
- multiplicity = 2
- M (u) = 79.12
- DFT total energy (eV) = -15480.6470
- lowest unoccupied orbital energy (alpha / beta) (eV) = -5.09 / -10.72

No. 3
An isolated molecule of CH6N2O. Source: OMol25; level of theory: ωB97M-V/def2-TZVPD.

Each atom is followed by the atoms it is bonded to, with distances in Å.
CARTESIAN COORDINATES (ANGSTROEM)
1 C -0.40 1.05 0.10  N2 1.453, H8 1.088, H9 1.098, H10 1.088
2 N -0.15 -0.33 0.49  C1 1.453, N3 1.457, O4 1.398
3 N 1.10 -0.77 -0.11  N2 1.457, H6 1.019, H7 1.016
4 O -1.15 -1.16 -0.03  N2 1.398, H5 0.975
5 H -1.12 -1.12 -1.01  O4 0.975
6 H 1.29 -1.69 0.30  N3 1.019
7 H 1.82 -0.14 0.22  N3 1.016
8 H 0.33 1.68 0.60  C1 1.088
9 H -0.31 1.19 -0.99  C1 1.098
10 H -1.40 1.31 0.43  C1 1.088

- ΔE to the lowest compared entry with this formula, charge and spin (kcal/mol) = 70.56
- M (u) = 62.07
- DFT total energy (eV) = -6159.4362
- lowest unoccupied orbital energy (eV) = 1.09
- SMILES = CN(N)O

No. 4
An isolated molecule of C4H8N2 in a non-equilibrium geometry. Source: OMol25; level of theory: ωB97M-V/def2-TZVPD.

Each atom is followed by the atoms it is bonded to, with distances in Å.
CARTESIAN COORDINATES (ANGSTROEM)
1 C -0.64 -0.61 -1.10  C2 1.581, H7 1.159, H8 1.094, H9 1.093
2 C 0.16 0.00 0.12  C1 1.581, C3 1.538, N4 1.456, C5 1.491
3 C -0.12 1.49 0.43  C2 1.538, H10 1.097, H11 1.098, H12 1.092
4 N 1.60 -0.18 0.03  C2 1.456, H13 1.019, H14 1.014
5 C -0.58 -0.96 0.99  C2 1.491, N6 1.162
6 N -1.25 -1.85 1.31  C5 1.162
7 H -1.27 -1.44 -0.59  C1 1.159
8 H 0.06 -1.05 -1.82  C1 1.094
9 H -1.28 0.15 -1.56  C1 1.093
10 H 0.33 2.13 -0.34  C3 1.097
11 H 0.32 1.78 1.39  C3 1.098
12 H -1.19 1.68 0.47  C3 1.092
13 H 2.05 -0.01 0.92  N4 1.019
14 H 1.83 -1.13 -0.24  N4 1.014

- ΔE to the lowest compared entry with this formula, charge and spin (kcal/mol) = 34.16
- M (u) = 84.12
- DFT total energy (eV) = -7256.3942
- lowest unoccupied orbital energy (eV) = 0.79
- SMILES = CC(C)(N)C#N

No. 5
An isolated molecule of C13H12Cl2Si in a non-equilibrium geometry. Source: OMol25; level of theory: ωB97M-V/def2-TZVPD.

Each atom is followed by the atoms it is bonded to, with distances in Å.
CARTESIAN COORDINATES (ANGSTROEM)
1 Cl 2.74 -3.86 -3.57  C12 1.718
2 Cl -2.57 0.34 -1.42  Si16 2.118
3 C -1.07 0.99 4.06  C4 1.364, C5 1.380, H17 1.018
4 C -1.46 -0.08 3.31  C3 1.364, C8 1.377, H18 1.110
5 C -0.65 2.14 3.42  C3 1.380, C9 1.455, H19 1.095
6 C 0.44 -2.84 -2.57  C10 1.398, C12 1.376, H20 1.061
7 C 2.53 -1.75 -2.00  C11 1.431, C12 1.398, H21 1.069
8 C -1.39 -0.10 1.94  C4 1.377, C13 1.367, H22 1.102
9 C -0.59 2.18 1.97  C5 1.455, C13 1.388, H23 1.124
10 C -0.26 -1.89 -1.82  C6 1.398, C14 1.410, H24 1.075
11 C 1.77 -0.73 -1.35  C7 1.431, C14 1.393, H25 1.074
12 C 1.81 -2.78 -2.61  Cl1 1.718, C6 1.376, C7 1.398
13 C -0.86 0.99 1.30  C8 1.367, C9 1.388, Si16 1.909
14 C 0.39 -0.80 -1.19  C10 1.410, C11 1.393, Si16 1.929
15 C 0.01 2.20 -1.49  Si16 1.882, H26 1.062, H27 1.057, H28 1.052
16 Si -0.65 0.69 -0.57  Cl2 2.118, C13 1.909, C14 1.929, C15 1.882
17 H -1.05 0.96 5.08  C3 1.018
18 H -1.78 -0.98 3.88  C4 1.110
19 H -0.34 3.03 3.98  C5 1.095
20 H -0.04 -3.63 -3.09  C6 1.061
21 H 3.59 -1.90 -2.07  C7 1.069
22 H -1.52 -1.05 1.40  C8 1.102
23 H -0.53 3.08 1.30  C9 1.124
24 H -1.33 -1.92 -1.85  C10 1.075
25 H 2.27 0.05 -0.81  C11 1.074
26 H 0.51 1.93 -2.39  C15 1.062
27 H 0.71 2.84 -1.02  C15 1.057
28 H -0.71 2.88 -1.83  C15 1.052

- ΔE to the lowest compared entry with this formula, charge and spin (kcal/mol) = 45.27
- M (u) = 267.23
- DFT total energy (eV) = -46599.5623
- lowest unoccupied orbital energy (eV) = 0.70
- SMILES = C[Si@](Cl)(c1ccccc1)c1ccc(Cl)cc1

No. 6
An isolated molecule of C23H28O4. Source: OMol25; level of theory: ωB97M-V/def2-TZVPD.

Each atom is followed by the atoms it is bonded to, with distances in Å.
CARTESIAN COORDINATES (ANGSTROEM)
1 C 2.65 4.67 0.51  C2 1.523, H53 1.087, H54 1.087, H55 1.088
2 C 2.08 4.08 -0.78  C1 1.523, C3 1.526, H51 1.091, H52 1.091
3 C 0.65 3.59 -0.59  C2 1.526, O4 1.416, H49 1.098, H50 1.098
4 O 0.68 2.48 0.29  C3 1.416, C5 1.351
5 C -0.46 1.83 0.58  O4 1.351, C6 1.394, C10 1.400
6 C -1.73 2.19 0.12  C5 1.394, C7 1.381, H48 1.078
7 C -2.83 1.42 0.44  C6 1.381, C8 1.392, H47 1.078
8 C -2.70 0.27 1.21  C7 1.392, C9 1.401, C13 1.474
9 C -1.44 -0.05 1.72  C8 1.401, C10 1.371, H12 1.079
10 C -0.34 0.71 1.41  C5 1.400, C9 1.371, H11 1.078
11 H 0.64 0.46 1.79  C10 1.078
12 H -1.34 -0.93 2.34  C9 1.079
13 C -3.81 -0.65 1.51  C8 1.474, O14 1.216, C15 1.519
14 O -3.69 -1.53 2.34  C13 1.216
15 C -5.11 -0.52 0.74  C13 1.519, C16 1.538, H45 1.092, H46 1.093
16 C -4.98 -0.75 -0.77  C15 1.538, C17 1.536, H43 1.091, H44 1.091
17 C -3.88 -1.76 -1.12  C16 1.536, C18 1.521, H41 1.086, H42 1.094
18 C -2.61 -1.05 -1.54  C17 1.521, O19 1.217, C20 1.476
19 O -2.67 -0.07 -2.26  C18 1.217
20 C -1.30 -1.55 -1.07  C18 1.476, C21 1.396, C25 1.397
21 C -0.17 -0.81 -1.45  C20 1.396, C22 1.378, H40 1.080
22 C 1.09 -1.14 -1.02  C21 1.378, C23 1.394, H39 1.078
23 C 1.27 -2.26 -0.20  C22 1.394, C24 1.399, O28 1.351
24 C 0.16 -3.02 0.16  C23 1.399, C25 1.375, H27 1.079
25 C -1.11 -2.67 -0.26  C20 1.397, C24 1.375, H26 1.078
26 H -1.94 -3.28 0.05  C25 1.078
27 H 0.31 -3.88 0.79  C24 1.079
28 O 2.46 -2.68 0.29  C23 1.351, C29 1.415
29 C 3.64 -1.96 -0.03  O28 1.415, C30 1.525, H37 1.099, H38 1.099
30 C 4.80 -2.65 0.66  C29 1.525, C31 1.523, H35 1.091, H36 1.091
31 C 6.12 -1.95 0.37  C30 1.523, H32 1.087, H33 1.088, H34 1.088
32 H 6.94 -2.46 0.87  C31 1.087
33 H 6.32 -1.94 -0.70  C31 1.088
34 H 6.09 -0.92 0.72  C31 1.088
35 H 4.85 -3.69 0.32  C30 1.091
36 H 4.62 -2.67 1.74  C30 1.091
37 H 3.79 -1.95 -1.11  C29 1.099
38 H 3.55 -0.92 0.33  C29 1.099
39 H 1.93 -0.54 -1.33  C22 1.078
40 H -0.32 0.05 -2.08  C21 1.080
41 H -3.72 -2.45 -0.30  C17 1.086
42 H -4.19 -2.35 -2.00  C17 1.094
43 H -4.74 0.18 -1.29  C16 1.091
44 H -5.94 -1.10 -1.14  C16 1.091
45 H -5.54 0.47 0.93  C15 1.092
46 H -5.79 -1.26 1.16  C15 1.093
47 H -3.80 1.73 0.07  C7 1.078
48 H -1.86 3.06 -0.50  C6 1.078
49 H 0.02 4.39 -0.17  C3 1.098
50 H 0.22 3.28 -1.55  C3 1.098
51 H 2.69 3.25 -1.11  C2 1.091
52 H 2.08 4.84 -1.57  C2 1.091
53 H 3.68 4.98 0.36  C1 1.087
54 H 2.61 3.92 1.30  C1 1.087
55 H 2.07 5.53 0.82  C1 1.088

- ΔE to the lowest compared entry with this formula, charge and spin (kcal/mol) = 4.34
- M (u) = 368.47
- DFT total energy (eV) = -32495.4959
- lowest unoccupied orbital energy (eV) = 0.38
- SMILES = CCCOc1ccc(C(=O)CCCC(=O)c2ccc(OCCC)cc2)cc1